Entry from the OMol25 dataset: 2 unconnected molecules or ions with the total composition C5H11N2O in a non-equilibrium geometry (ωB97M-V/def2-TZVPD).

Structure (XYZ):
```
19
Properties=species:S:1:pos:R:3
C -3.569 0.193 0.212
C 0.007 -1.018 1.445
C 0.405 -0.651 0.256
C 1.179 -1.455 -0.823
C 0.849 1.872 -0.243
N -4.502 -0.478 0.013
N -0.064 0.698 -0.231
O -2.698 0.939 0.168
H 0.255 -1.961 1.744
H -0.515 -0.251 2.003
H 0.363 -1.767 -1.660
H 1.499 -2.284 -0.311
H 2.007 -0.747 -1.119
H 1.877 1.761 -0.675
H 0.447 2.663 -0.722
H 1.015 2.130 0.849
H -4.851 -1.144 0.623
H -0.302 0.424 -1.214
H -0.897 1.038 0.203
```

highest occupied orbital energy = -14.799 eV
LUMO = -3.08 eV
energy above the lowest of the compared OMol25 structures with the same formula, charge and spin = 257.2 kJ/mol
charge = +1
molecular weight = 115.156 g/mol
frontier orbital gap = 11.72 eV

=====

Entry from the OMol25 dataset: a gas-phase ion, C5H10NS (charge +1) in a non-equilibrium geometry (ωB97M-V/def2-TZVPD).

Structure (XYZ):
```
17
Properties=species:S:1:pos:R:3
C -2.853 0.330 0.050
C -4.139 0.188 -0.041
C 1.002 -0.604 -0.074
C -0.446 -1.019 0.309
C 2.356 1.217 -0.202
N 1.244 0.720 0.409
S -1.317 0.618 0.344
H -4.538 -0.076 -1.061
H -4.824 0.041 0.662
H 1.711 -1.389 0.373
H 0.985 -0.685 -1.216
H -0.994 -1.658 -0.319
H -0.340 -1.358 1.382
H 3.131 0.413 -0.104
H 2.385 1.619 -1.172
H 2.666 2.072 0.307
H 1.318 0.720 1.390
```

highest occupied orbital energy (spin up / spin down) = -10.609 / -13.513 eV
LUMO (spin up / spin down) = -3.18 / -8.38 eV
energy above the lowest of the compared OMol25 structures with the same formula, charge and spin = 259.9 kJ/mol
charge = +1
molecular weight = 116.209 g/mol
<S²> = 2.0160
2S+1 = 3
frontier orbital gap (spin up / spin down) = 7.43 / 5.13 eV

=====

Entry from the OMol25 dataset: a molecular structure, C22H34N2O4P2SW in a non-equilibrium geometry (ωB97M-V/def2-TZVPD).

Structure (XYZ):
```
66
Properties=species:S:1:pos:R:3
W -0.426 0.016 -0.051
P -0.640 2.256 -1.045
P 0.313 -2.300 0.991
N 1.211 -0.065 -0.885
H -1.738 1.116 0.981
C 0.112 3.492 0.058
H -0.196 4.492 -0.282
H 1.206 3.397 0.007
H -0.211 3.330 1.094
C -2.329 2.787 -1.389
H -2.370 3.882 -1.388
H -3.008 2.376 -0.638
H -2.622 2.400 -2.371
C 0.235 2.406 -2.625
H -0.034 3.363 -3.088
H -0.043 1.579 -3.288
H 1.317 2.376 -2.455
C 1.133 -2.237 2.617
H 1.365 -3.259 2.957
H 0.493 -1.722 3.346
H 2.060 -1.657 2.501
C -1.154 -3.347 1.194
H -0.861 -4.266 1.718
H -1.552 -3.585 0.200
H -1.921 -2.816 1.769
C 1.456 -3.263 -0.039
H 1.660 -4.220 0.461
H 2.388 -2.698 -0.161
H 1.002 -3.427 -1.022
C 2.377 -0.143 -1.567
C 4.711 0.461 -1.806
C 3.546 0.490 -1.060
C 2.427 -0.834 -2.810
C 3.601 -0.845 -3.542
C 4.741 -0.197 -3.048
H 5.601 0.953 -1.423
H 3.468 0.987 -0.092
H 1.522 -1.325 -3.160
H 3.618 -1.361 -4.498
H 5.665 -0.206 -3.636
C -1.412 0.781 2.256
O -0.112 0.317 2.116
C -1.363 1.973 3.214
H -2.374 2.252 3.504
H -0.865 2.820 2.755
H -0.790 1.647 4.086
C -2.429 -0.280 2.687
H -1.933 -1.103 3.224
H -3.004 -0.655 1.827
H -3.145 0.213 3.355
O -3.669 -0.185 -0.263
C -3.164 -0.802 -1.216
N -1.774 -0.835 -1.413
S -1.278 -1.620 -2.886
O -0.752 -0.634 -3.800
O -0.489 -2.797 -2.574
C -2.941 -2.064 -3.219
C -3.363 -2.889 -4.256
C -4.728 -3.186 -4.342
C -5.632 -2.674 -3.397
C -5.192 -1.864 -2.353
C -3.827 -1.569 -2.274
H -2.630 -3.276 -4.960
H -5.088 -3.823 -5.147
H -6.689 -2.917 -3.478
H -5.851 -1.450 -1.592
```

highest occupied orbital energy (spin up / spin down) = -5.479 / -6.804 eV
LUMO (spin up / spin down) = -0.23 / -0.35 eV
energy above the lowest of the compared OMol25 structures with the same formula, charge and spin = 86.0 kJ/mol
charge = 0
molecular weight = 668.379 g/mol
<S²> = 2.0302
2S+1 = 3
frontier orbital gap (spin up / spin down) = 5.25 / 6.46 eV

=====

Entry from the OMol25 dataset: BrH2NOS2 in the gas phase in a non-equilibrium geometry (ωB97M-V/def2-TZVPD).

Structure (XYZ):
```
7
Properties=species:S:1:pos:R:3
N 0.182 -0.905 0.560
O 0.549 0.385 -1.690
S -1.920 0.718 -0.145
S 0.078 0.327 -0.342
Br 1.908 -1.431 0.635
H -1.764 -0.318 0.833
H 0.967 1.225 0.149
```

highest occupied orbital energy = -9.447 eV
LUMO = -0.39 eV
energy above the lowest of the compared OMol25 structures with the same formula, charge and spin = 159.4 kJ/mol
charge = 0
molecular weight = 176.060 g/mol
frontier orbital gap = 9.06 eV

=====

no.,E (eV)
1,-10382.93951
2,-17659.03727
3,-65774.06178
4,-95279.28235